Record 1
{"formula": "C5H10O2", "method": "ωB97M-V/def2-TZVPD", "symbols": ["O", "C", "C", "C", "C", "O", "C", "H", "H", "H", "H", "H", "H", "H", "H", "H", "H"], "coordinates": [[-1.961960, 1.002157, -1.192365], [-0.637122, 1.359192, -0.836334], [-0.248716, 0.311190, 0.181136], [-0.035531, -1.087763, -0.394171], [0.680317, -1.753424, 0.770304], [1.526100, -0.751697, 1.325593], [1.037492, 0.537965, 0.974922], [-2.274622, 1.536164, -1.928004], [0.047540, 1.343752, -1.701829], [-0.585890, 2.368879, -0.394812], [-1.093319, 0.268497, 0.879075], [-0.972320, -1.575598, -0.673885], [0.615054, -1.048938, -1.278702], [1.301365, -2.606066, 0.480667], [-0.051568, -2.092711, 1.520097], [1.803606, 1.063775, 0.384797], [0.849576, 1.124628, 1.883510]], "atomic_forces_ev_per_a": [[-0.2450, 0.1831, -0.3448], [0.3505, 0.0358, 0.1487], [-0.0525, 0.0017, 0.0794], [0.0041, -0.0327, -0.0274], [-0.1291, -0.2604, -0.0909], [0.1074, -0.0062, 0.0533], [-0.0512, 0.2971, -0.0601], [0.0857, 0.0628, 0.0185], [-0.1775, -0.0690, 0.1387], [-0.1264, -0.1808, -0.0767], [0.1076, -0.0659, 0.0299], [0.1434, 0.0423, 0.0684], [-0.0747, 0.0365, 0.1429], [-0.0585, 0.1179, 0.0597], [0.1395, 0.0384, -0.0601], [-0.1089, -0.0951, 0.0339], [0.0854, -0.1054, -0.1135]], "molar_mass_g_mol": 102.1, "e_lumo_ev": 0.9, "smiles": "OC[C@H]1CCOC1", "de_lowest_kcal_mol": 36.1, "e_homo_ev": -9.5316, "gap_ev": 10.41}

=====

Record 2
{"formula": "C6H6O2", "method": "ωB97M-V/def2-TZVPD", "symbols": ["C", "C", "C", "C", "C", "C", "O", "O", "H", "H", "H", "H", "H", "H"], "coordinates": [[-1.959608, 0.096028, -0.500731], [-0.656424, 0.192071, -0.721374], [2.950789, -0.315548, 0.364189], [1.855441, -0.095479, -0.416186], [-2.712509, -0.135898, 0.675628], [0.555960, 0.339668, 0.122690], [0.466482, 0.677974, 1.305125], [-3.846871, -0.549652, 0.659361], [-2.642912, 0.118676, -1.333212], [-0.490113, 0.286748, -1.737552], [3.856045, -0.526114, -0.084511], [2.841430, -0.049209, 1.420887], [2.012107, -0.024979, -1.416051], [-2.229823, -0.014288, 1.661735]], "atomic_forces_ev_per_a": [[-0.0042, 0.2000, -0.9960], [0.0612, 0.6804, 0.4596], [-3.7942, 1.6227, 0.2707], [1.6648, 0.3191, 2.8262], [-0.2394, -0.6524, 3.0704], [-0.5773, -0.6993, 2.8397], [-0.1220, -0.0541, -1.2192], [-0.3805, 0.1231, -0.4876], [0.1339, -0.1001, -0.6142], [0.8820, 0.0708, -2.0824], [1.7931, -0.5167, -0.6084], [0.2904, -0.7041, -0.2169], [0.0796, -0.4687, -3.0951], [0.2127, 0.1791, -0.1469]], "molar_mass_g_mol": 110.1, "e_lumo_ev": -1.3, "smiles": "C=CC(=O)/C=C\\C=O", "de_lowest_kcal_mol": 43.8, "e_homo_ev": -10.0015, "gap_ev": 8.73}

=====

Record 3
{"formula": "C5H10FN", "method": "ωB97M-V/def2-TZVPD", "symbols": ["C", "C", "C", "C", "C", "H", "H", "H", "H", "H", "H", "H", "H", "H", "H", "N", "F"], "coordinates": [[0.433408, -1.784544, 0.890330], [-0.130498, -0.488297, 0.625336], [0.411085, 0.818445, 0.671819], [0.103315, 1.177436, -0.885033], [-0.386525, -0.264772, -0.880672], [0.933906, -2.336609, -0.157192], [-0.345743, -2.782563, 1.183628], [1.280309, -1.671848, 1.800531], [-1.750909, 0.475822, 1.519450], [-1.904947, -1.334618, 1.222977], [1.597915, 1.117385, 0.778696], [-0.146527, 1.475183, 1.550596], [-0.796527, 1.871260, -1.257079], [0.114270, -1.190334, -1.558572], [-1.410344, -0.296633, -1.229210], [-1.321871, -0.560196, 1.495737], [1.010776, 1.316079, -1.872741]], "atomic_forces_ev_per_a": [[4.4331, -6.3905, 0.5303], [-4.3580, -2.6865, -1.4144], [4.4664, 7.6949, 1.6258], [-3.7565, -1.0464, -0.0604], [-0.4152, -3.2917, -2.4889], [-0.7785, 1.8534, 3.2522], [1.9895, 3.5142, -0.5356], [-2.2180, -0.8375, -2.4805], [0.3178, -3.5926, -0.1924], [-0.6251, 0.4063, -0.0877], [-2.7424, -1.4233, 0.1934], [1.5831, -1.2192, -2.4235], [1.9711, -0.9812, 1.6550], [-0.7410, 3.1215, 1.5091], [-0.5566, -0.2616, 0.3234], [-0.5905, 4.2628, 0.4830], [2.0208, 0.8774, 0.1113]], "molar_mass_g_mol": 103.1, "e_lumo_ev": 0.9, "smiles": "C[C@]1(N)C[C@H](F)C1", "de_lowest_kcal_mol": 112.3, "e_homo_ev": -9.1666, "gap_ev": 10.09}

=====

Record 4
{"formula": "C5H10N2O2", "method": "ωB97M-V/def2-TZVPD", "symbols": ["C", "C", "C", "C", "N", "N", "C", "O", "O", "H", "H", "H", "H", "H", "H", "H", "H", "H", "H"], "coordinates": [[0.453326, 0.825581, -0.180439], [0.758335, 1.772084, 0.933055], [1.363956, -0.579304, -0.308127], [-0.179677, -0.854672, -0.459918], [-0.585649, -1.173213, -1.746563], [-2.415259, -0.249083, 0.367197], [-1.039962, -0.344782, 0.536379], [1.804897, -0.940660, 0.997784], [2.085525, -0.900086, -1.296141], [2.529374, -1.556669, 0.814248], [0.184192, 1.293092, -1.121320], [-1.431682, -1.716439, -1.842744], [0.210423, -1.485819, -2.303968], [-2.913400, 0.317190, 1.038217], [-2.738052, -0.120149, -0.583071], [-0.684344, -0.374766, 1.557203], [1.010408, 1.249024, 1.854562], [1.638757, 2.353215, 0.632947], [-0.051167, 2.485454, 1.110700]], "atomic_forces_ev_per_a": [[0.9173, -0.8325, -0.0201], [-0.1074, 0.1191, 0.3474], [-2.0323, 0.3052, -0.1990], [0.0262, -0.9752, -0.0704], [0.2165, 0.4669, 0.8097], [0.5041, 0.1883, -0.1149], [0.5462, -0.1861, -0.9784], [-0.0243, 0.3865, -0.0621], [-0.1181, 0.3580, 0.0883], [-0.0995, 0.1906, -0.0510], [-0.0083, -0.2289, -0.1116], [0.0365, 0.1669, 0.0718], [-0.0148, 0.0278, 0.2040], [0.1038, -0.0319, -0.0810], [0.0604, 0.0174, 0.1267], [0.0597, 0.1418, -0.0398], [0.0032, 0.0614, -0.0306], [-0.0627, -0.1248, 0.0222], [-0.0064, -0.0505, 0.0890]], "molar_mass_g_mol": 130.1, "e_lumo_ev": 0.6, "de_lowest_kcal_mol": 93.4, "e_homo_ev": -7.6220, "gap_ev": 8.18}

=====

- Which formula does entry 1 have?
  C5H10O2